# C22H25N3O5S

A single C22H25N3O5S molecule in a non-equilibrium geometry (the ωB97M-V functional and the def2-TZVPD basis, the OMol25 dataset).

Each line ends with the Mulliken charge.
Cartesian coordinates (Å):
S  -1.9131  -1.5726  2.8376  1.393
O  4.3409  0.9412  -0.2127  -0.681
O  -1.9210  -0.3010  3.5065  -0.661
O  3.3455  -2.3893  0.2917  -0.503
O  -0.1746  1.8087  0.1788  -0.699
O  -2.2862  -2.7333  3.5924  -0.797
N  -2.8164  -1.5784  1.4165  0.053
N  2.5713  0.2118  0.9870  0.116
N  1.6235  1.9238  -1.2352  -0.015
C  -4.9485  -0.6305  1.9254  -0.556
C  1.7612  -0.8870  1.3237  0.300
C  -0.2858  -1.8317  2.1370  -0.338
C  4.3142  -1.3747  0.4383  -0.488
C  1.0402  2.0841  -2.5012  0.765
C  -4.0284  0.4722  1.3716  -0.730
C  1.8913  2.1862  -3.5963  -0.860
C  0.0914  -3.0949  1.7275  -0.498
C  -2.8491  -0.2900  0.7473  -0.241
C  -0.3338  2.1431  -2.6972  -0.722
C  -0.5578  2.5874  -6.4516  -1.443
C  3.7541  0.0339  0.3465  0.667
C  2.0441  1.5633  1.0867  -1.653
C  2.1616  -2.1720  0.9253  0.593
C  0.5293  -0.7350  1.9469  -0.245
C  1.3262  -3.2648  1.1294  -1.103
C  -2.3489  2.3677  -4.1476  -1.710
C  1.0187  1.7968  -0.0355  0.931
C  -0.8633  2.3049  -3.9685  0.849
C  1.3627  2.3471  -4.8617  -1.074
C  -4.2096  -1.9421  1.6086  -0.867
C  -0.0086  2.4096  -5.0698  0.981
H  -0.9926  2.0650  -1.8483  0.545
H  -0.5778  -3.9222  1.8931  0.490
H  -4.2702  -2.6800  2.4058  0.405
H  0.2457  2.6462  -7.1810  0.367
H  2.0315  2.4267  -5.7066  0.317
H  -3.0176  -0.4766  -0.3176  0.451
H  2.6383  1.8857  -1.2434  0.124
H  -2.6904  1.5677  -4.8037  0.357
H  5.0509  -1.5248  -0.3536  0.333
H  2.9615  2.1394  -3.4532  0.427
H  -4.5279  1.0999  0.6360  0.501
H  -4.5705  -2.3851  0.6757  0.374
H  -3.6619  1.1019  2.1797  0.300
H  -1.2071  1.7537  -6.7174  0.321
H  1.6655  -4.2319  0.7956  0.439
H  1.5738  1.7085  2.0589  0.470
H  0.1616  0.2196  2.2813  0.694
H  -5.0674  -0.5214  3.0021  0.252
H  -1.1503  3.4997  -6.5145  0.323
H  4.8192  -1.4716  1.4138  0.252
H  -1.8999  0.2261  0.8685  -0.123
H  -2.6399  3.3140  -4.6024  0.335
H  -2.8542  2.2727  -3.1904  0.369
H  -5.9349  -0.6143  1.4643  0.359
H  2.8892  2.2482  0.9828  0.552

Force components x, y, z for each atom (eV/Å):
0.44 -0.35 -0.44
0.24 0.04 -0.07
0.05 0.19 -0.25
-0.31 -0.01 -0.12
-0.29 0.09 0.03
-0.04 -0.19 -0.18
0.64 -0.34 0.79
0.07 0.26 0.10
0.41 0.08 -0.28
-0.06 -0.06 -0.04
-0.09 -0.62 -0.04
-0.44 0.23 0.22
0.50 0.12 0.05
-0.19 0.01 -0.30
0.04 0.09 -0.06
-0.05 -0.02 0.15
0.06 -0.08 0.00
0.13 0.60 -0.24
-0.06 -0.01 0.11
-0.01 -0.01 0.06
0.06 -0.27 -0.06
-0.15 0.19 -0.07
-0.30 0.06 0.25
0.07 0.02 0.10
0.07 0.21 0.02
0.06 0.00 -0.01
0.45 -0.01 0.48
0.24 0.00 -0.06
-0.08 -0.01 0.07
-0.56 -0.29 0.29
0.04 -0.01 0.03
-0.03 0.00 0.03
-0.04 -0.19 -0.03
-0.19 -0.07 -0.13
0.01 0.01 -0.08
0.06 0.01 -0.09
0.08 0.01 0.06
-0.14 -0.02 0.20
-0.10 -0.03 -0.05
-0.15 0.13 0.15
0.13 -0.01 0.02
0.01 0.05 0.00
0.06 0.00 0.08
-0.04 0.05 -0.05
-0.07 -0.03 -0.11
0.04 -0.13 -0.02
0.00 0.02 -0.15
0.04 0.19 -0.06
-0.07 0.00 0.01
-0.07 0.05 -0.10
-0.08 0.02 -0.14
0.01 0.09 -0.19
-0.11 0.05 -0.04
-0.08 0.00 0.03
-0.04 -0.01 0.07
-0.16 -0.11 0.07

Properties
total charge = 0
multiplicity = 1
energy relative to the best compared isomer or geometry (same formula, charge and spin) = 190.2 kJ/mol
F_max = 0.0208 hartree/bohr
Kohn-Sham gap = 8.9456 eV

# C22H25N3O5S

A single C22H25N3O5S molecule in a non-equilibrium geometry (the ωB97M-V functional and the def2-TZVPD basis, the OMol25 dataset).

Each line ends with the Mulliken charge.
Cartesian coordinates (Å):
S  -2.3798  -3.3568  1.2810  1.192
O  0.8697  4.8318  1.9504  -0.747
O  -1.2773  -1.1410  -4.6029  -0.475
O  -3.5921  -3.8608  0.7125  -0.682
O  0.6542  0.7173  2.8516  -0.893
O  -2.0540  -3.7415  2.6193  -0.702
N  1.7173  3.1640  3.2291  -0.076
N  -1.0711  -3.7776  0.2975  0.026
N  -2.0191  2.4718  0.3342  0.023
C  0.8179  -1.4695  -5.8252  -1.046
C  -3.2631  -0.9655  0.2349  -0.386
C  -2.1701  -3.2015  -1.7706  -0.264
C  0.0129  -1.7140  -2.5989  -0.532
C  -1.2426  0.5187  1.4710  0.261
C  0.1736  -4.0077  0.9926  -1.134
C  -1.0492  -3.1174  -0.9433  -0.041
C  0.8700  3.6684  2.3230  0.516
C  -2.2025  -2.5378  -2.9756  -0.630
C  -3.1603  0.3814  -0.0208  -1.179
C  2.7884  3.9308  3.8143  -0.890
C  4.1523  3.3079  3.5133  -0.414
C  -1.1129  -1.7784  -3.4092  0.676
C  -2.3674  -1.5707  1.1101  -0.247
C  -1.3759  -0.8495  1.7248  -0.430
C  4.4481  3.2899  2.0189  -1.066
C  -0.1789  -0.4913  -5.2109  -0.403
C  -1.0529  3.2060  0.9190  -0.364
C  0.0390  -2.3718  -1.3792  -0.626
C  -2.1466  1.1327  0.5873  0.155
C  -0.1537  1.2771  2.1136  1.518
C  -0.1342  2.6917  1.7802  -0.544
H  4.1725  2.2878  3.9038  0.308
H  0.8384  -4.5833  0.3489  0.403
H  -2.6738  2.9083  -0.3000  0.225
H  0.3195  0.1788  -4.4990  0.308
H  -3.8506  0.8673  -0.6944  0.378
H  0.3132  -2.0995  -6.5530  0.305
H  3.7064  2.6938  1.4922  0.223
H  2.6400  3.9888  4.8990  0.284
H  -4.0290  -1.5720  -0.2195  0.596
H  -3.0119  -3.7903  -1.4474  0.592
H  4.9182  3.8839  4.0353  0.337
H  1.6579  2.1703  3.4355  0.252
H  0.6713  -3.0813  1.2976  0.387
H  -0.6308  0.1199  -5.9972  0.321
H  5.4304  2.8640  1.8287  0.363
H  0.8838  -1.1485  -2.8909  0.380
H  4.4226  4.2994  1.6154  0.315
H  0.9284  -2.2917  -0.7753  0.363
H  -3.0690  -2.5971  -3.6147  0.452
H  -0.6960  -1.3205  2.4178  0.642
H  1.6121  -0.9199  -6.3229  0.362
H  2.7255  4.9378  3.3942  0.431
H  1.2539  -2.1093  -5.0620  0.332
H  -0.0625  -4.5844  1.8829  0.352
H  -1.0104  4.2608  0.6830  0.495

Force components x, y, z for each atom (eV/Å):
0.17 0.22 0.01
-0.01 0.32 -0.15
-0.21 -0.20 0.17
0.01 0.22 -0.24
-0.02 -0.16 0.06
0.30 0.17 0.04
0.18 -0.25 0.21
-0.85 -0.11 0.74
-0.15 0.30 -0.18
-0.33 0.14 0.23
-0.12 0.23 -0.05
0.14 -0.02 -0.20
0.00 0.19 -0.33
-0.23 -0.07 -0.16
0.25 -0.12 0.40
0.01 0.20 -0.84
-0.20 -0.23 -0.02
0.15 0.15 -0.12
0.02 -0.06 0.04
0.25 0.20 0.15
-0.21 0.13 -0.19
-0.12 -0.06 0.14
0.01 -0.62 0.18
-0.01 0.06 0.07
0.03 -0.05 0.21
0.37 0.08 -0.24
0.24 0.03 0.17
-0.17 -0.20 0.29
0.13 -0.64 0.26
-0.12 0.14 -0.16
0.00 0.06 -0.03
0.07 -0.01 0.10
-0.03 0.03 -0.02
0.17 -0.03 0.14
-0.10 -0.02 -0.06
-0.09 0.03 -0.09
-0.01 -0.05 -0.08
-0.04 -0.04 -0.11
0.00 0.09 -0.11
-0.12 0.01 -0.11
-0.07 -0.07 -0.08
0.01 -0.05 0.09
-0.17 0.09 -0.15
0.07 -0.01 -0.01
0.10 -0.01 0.15
0.07 -0.04 -0.09
0.06 0.05 -0.07
0.01 0.10 -0.10
0.09 0.00 0.10
-0.12 -0.02 -0.08
0.14 0.01 0.07
0.11 0.04 -0.05
0.03 -0.08 0.14
0.09 -0.06 0.02
0.25 -0.01 -0.04
-0.01 0.02 -0.03

Properties
total charge = 0
multiplicity = 1
energy relative to the best compared isomer or geometry (same formula, charge and spin) = 204.0 kJ/mol
F_max = 0.0221 hartree/bohr
Kohn-Sham gap = 8.0735 eV

# C22H25N4O3PtSbSe4

A molecular structure, C22H25N4O3PtSbSe4 (the ωB97M-V functional and the def2-TZVPD basis, the OMol25 dataset).

Each line ends with the Mulliken charge.
Cartesian coordinates (Å):
Pt  -1.7393  -1.4979  1.6933  1.698
Sb  -2.7267  -3.4967  4.5736  0.706
Se  -2.9287  -2.3254  6.5944  -0.499
Se  -3.0271  -5.7090  3.8497  -0.483
Se  -3.8266  -2.1213  2.6046  -0.265
Se  -0.5583  -2.6511  3.3639  -0.130
O  -1.7457  1.1710  2.8134  -0.312
O  -0.3577  -1.2230  -1.3842  -0.660
O  1.1908  -0.3001  2.8066  -0.646
N  -2.6707  -0.5517  0.1433  -0.630
N  -3.6646  -0.0950  -2.0543  0.005
N  0.0495  -0.8902  0.8646  -0.488
N  2.0815  0.0457  0.7192  0.081
C  -1.4062  1.1539  4.2017  -0.248
C  1.5060  0.5894  -2.9640  -0.217
C  1.1206  -0.3813  1.5982  -0.302
C  2.3134  -2.5560  -1.8486  0.009
C  5.0143  -2.2765  -1.2925  -1.031
C  2.7499  -1.4536  -1.1229  -0.188
C  1.7773  0.8197  -1.6165  -0.486
C  -1.2967  2.6228  4.5711  -0.610
C  3.2207  -3.5134  -2.2853  -1.047
C  -0.6166  3.2043  3.3270  -0.746
C  -5.0581  -0.4457  -2.3112  -0.968
C  -3.1316  -0.3580  -0.8939  0.512
C  -1.0947  2.2777  2.1950  0.283
C  1.4711  1.6439  -3.8610  -0.931
C  1.9885  3.1747  -2.0907  -0.950
C  1.7151  2.9424  -3.4277  -0.420
C  0.3575  -0.8892  -0.4597  -0.288
C  4.5714  -3.3798  -2.0088  -0.355
C  4.1096  -1.3225  -0.8566  -0.311
C  2.0157  2.1177  -1.1874  -0.258
C  -2.7772  0.1402  -3.1981  -0.601
C  1.7972  -0.3536  -0.6412  3.013
H  0.4676  3.1479  3.4278  0.287
H  3.0073  0.2135  1.0731  0.280
H  5.2753  -4.1286  -2.3470  0.403
H  -5.6053  -0.4804  -1.3728  0.360
H  2.1819  4.1808  -1.7412  0.410
H  -0.4534  0.6349  4.3440  0.162
H  -2.7587  -0.7380  -3.8453  0.319
H  -2.2924  3.0501  4.7022  0.265
H  -0.7258  2.7872  5.4840  0.340
H  1.2609  -2.6759  -2.0639  0.473
H  -5.4980  0.3194  -2.9491  0.313
H  2.8622  -4.3708  -2.8400  0.410
H  4.4849  -0.4608  -0.3161  0.316
H  1.2627  1.4515  -4.9058  0.415
H  1.6960  3.7642  -4.1315  0.406
H  -2.1962  0.6174  4.7273  0.220
H  -3.1429  1.0004  -3.7574  0.338
H  6.0670  -2.1562  -1.0726  0.384
H  1.3247  -0.4200  -3.3092  0.510
H  -1.8157  2.7569  1.5295  0.430
H  2.2078  2.3099  -0.1406  0.424
H  -5.1281  -1.4149  -2.8085  0.323
H  -0.8855  4.2445  3.1482  0.363
H  -0.2520  1.9275  1.5894  -0.443
H  -1.7683  0.3268  -2.8391  0.055

Force components x, y, z for each atom (eV/Å):
0.35 0.15 -0.04
0.07 0.29 -0.10
-0.07 0.02 0.14
-0.02 -0.18 -0.03
0.00 -0.07 0.06
-0.07 -0.11 -0.06
-0.10 -0.04 -0.04
-0.03 -0.06 -0.03
-0.02 -0.02 0.06
-0.30 0.02 0.02
0.19 0.08 -0.08
0.08 -0.11 0.01
0.00 0.07 0.09
-0.04 0.03 0.00
0.03 -0.01 -0.02
0.00 0.02 -0.14
-0.02 -0.02 0.06
0.00 0.00 0.01
-0.04 0.00 -0.05
0.05 -0.01 -0.01
0.01 0.01 0.00
0.02 0.01 0.01
-0.01 0.00 -0.01
0.01 0.02 0.01
-0.11 -0.07 0.07
0.08 0.05 0.00
0.00 0.02 0.01
0.00 -0.01 0.02
-0.01 -0.02 -0.01
-0.07 0.06 0.02
-0.02 0.01 0.00
0.05 0.03 -0.04
-0.06 0.03 0.00
-0.01 -0.03 0.01
0.02 -0.02 0.02
0.00 -0.01 0.01
0.01 -0.06 -0.01
0.00 0.00 0.00
0.00 0.00 0.00
0.00 0.00 0.00
0.00 -0.01 0.02
0.00 -0.01 -0.01
0.00 -0.01 0.00
0.00 0.01 0.00
0.00 0.01 -0.01
0.00 0.00 0.00
0.00 0.00 0.00
-0.01 0.01 -0.01
0.00 0.00 0.00
0.00 0.00 0.00
0.02 -0.02 0.01
0.01 0.01 0.00
0.00 0.00 0.00
0.01 0.01 0.01
-0.01 0.00 0.02
0.02 0.00 0.01
0.00 -0.01 -0.01
0.01 0.00 0.00
-0.02 -0.01 -0.01
0.00 0.01 0.00

Properties
total charge = 0
multiplicity = 3
⟨S²⟩ = 2.0124
energy relative to the best compared isomer or geometry (same formula, charge and spin) = 26.3 kJ/mol
F_max = 0.0074 hartree/bohr
Kohn-Sham gap (alpha / beta) = 7.6886 / 5.3884 eV

# C22H25N5O4S

A single C22H25N5O4S molecule in a non-equilibrium geometry (the ωB97M-V functional and the def2-TZVPD basis, the OMol25 dataset).

Each line ends with the Mulliken charge.
Cartesian coordinates (Å):
S  1.1142  2.4227  4.1320  -0.201
O  -1.3984  -0.7746  1.9325  -0.680
O  0.7564  -2.3229  -3.9611  -0.387
O  4.5835  -0.6427  -0.3407  -0.481
O  2.4180  2.6099  1.2880  -0.728
N  -1.5902  1.9973  1.3989  0.355
N  0.4548  2.3219  0.1869  0.075
N  -1.6594  1.8478  -0.8050  -0.417
N  -2.8955  1.6290  -0.3159  -0.735
N  -1.9506  -1.7728  -0.0103  -0.093
C  -2.2482  -1.1422  1.1410  0.549
C  -0.5918  -2.0340  -0.4275  -0.876
C  1.0955  2.4861  -1.1034  -1.162
C  4.0148  -1.5941  -2.3961  -0.895
C  -0.1719  -1.1612  -1.6159  -0.227
C  -3.7442  -1.0028  1.4052  -0.975
C  -2.8713  1.7098  0.9802  0.465
C  3.5972  -1.0186  -1.1985  0.149
C  4.2262  -0.0865  0.9056  -0.598
C  -1.4371  2.0898  3.9166  -1.021
C  0.4365  2.3077  2.5519  0.133
C  -4.0517  1.4686  1.8435  -1.315
C  2.2330  -0.8788  -0.9689  0.245
C  1.1521  -2.8786  -5.1886  -0.987
C  -0.4404  2.2365  4.8309  -0.541
C  -0.8789  2.0601  0.2177  0.714
C  1.2169  2.4237  1.3384  0.490
C  1.2976  -1.3120  -1.8998  -0.145
C  3.0958  -2.0281  -3.3294  -0.479
C  1.7315  -1.9015  -3.0918  0.454
C  -4.0188  0.0635  2.4633  -0.524
C  -0.9340  2.1214  2.5988  0.976
H  3.6002  -0.7729  1.4850  0.297
H  -4.1148  2.2285  2.6250  0.349
H  3.4590  -2.4722  -4.2423  0.386
H  -3.2254  -0.0018  3.2108  0.318
H  0.0397  -1.8268  0.4390  0.352
H  3.7154  0.8738  0.7952  0.239
H  1.7342  -2.1686  -5.7853  0.370
H  1.8769  -0.4330  -0.0527  0.358
H  1.4677  1.5305  -1.4765  0.258
H  -0.4100  -0.1196  -1.3893  -0.039
H  -4.9749  -0.1240  2.9541  0.409
H  -2.6812  -1.9578  -0.6788  0.292
H  -2.4697  1.9636  4.1786  0.379
H  1.9356  3.1674  -0.9747  0.424
H  5.1654  0.0712  1.4330  0.281
H  5.0724  -1.6975  -2.5778  0.445
H  -4.0933  -1.9761  1.7597  0.520
H  0.2281  -3.1152  -5.7149  0.249
H  -0.4934  -3.0921  -0.6902  0.247
H  -0.7394  -1.4503  -2.4998  0.582
H  0.3660  2.8875  -1.8025  0.397
H  -0.5401  2.2432  5.8982  0.499
H  1.7319  -3.7973  -5.0493  0.364
H  -4.9292  1.5596  1.2009  0.406
H  -4.2631  -0.7644  0.4760  0.478

Force components x, y, z for each atom (eV/Å):
-0.41 -0.04 -0.26
0.21 0.11 0.29
-0.01 0.13 0.28
0.10 -0.15 -0.29
0.10 0.08 0.16
0.16 0.17 -1.01
0.31 0.05 0.18
1.14 0.22 -0.37
-0.95 -0.11 0.35
0.02 -0.20 -0.33
-0.47 -0.27 -0.27
0.22 0.06 -0.05
0.25 0.09 -0.33
0.00 0.14 0.28
0.04 -0.10 0.17
0.09 0.15 0.40
-0.27 0.19 0.04
0.02 -0.10 -0.17
-0.07 0.16 0.16
-0.09 -0.01 0.13
-0.38 -0.03 0.56
0.09 -0.18 0.26
0.26 -0.02 0.08
0.03 -0.09 -0.16
0.33 0.04 -0.28
-0.85 -0.11 0.20
-0.09 -0.01 -0.17
-0.14 -0.19 -0.42
-0.13 -0.07 -0.14
-0.01 0.12 0.22
-0.06 -0.04 -0.08
0.99 0.11 0.31
0.00 0.00 -0.01
-0.10 0.04 -0.03
0.01 -0.05 -0.10
-0.11 -0.03 0.03
-0.05 -0.11 -0.13
0.02 -0.12 -0.01
0.00 -0.03 0.02
-0.05 0.08 0.16
-0.02 0.07 -0.02
-0.03 -0.06 -0.04
0.03 -0.01 0.03
-0.07 0.08 0.16
-0.18 -0.05 0.06
-0.08 -0.07 -0.05
-0.07 -0.01 0.02
0.14 -0.02 -0.02
0.00 0.00 -0.06
0.10 -0.01 -0.02
0.08 0.07 0.06
-0.06 0.11 0.04
0.03 -0.01 0.01
-0.06 -0.01 0.22
0.00 0.04 -0.01
0.07 0.08 0.02
-0.03 -0.09 -0.06

Properties
total charge = 0
multiplicity = 1
energy relative to the best compared isomer or geometry (same formula, charge and spin) = 0.0 kJ/mol
F_max = 0.0236 hartree/bohr
Kohn-Sham gap = 7.8850 eV